(1)
56
Properties=species:S:1:pos:R:3 method="wB97M-V/def2-TZVPD" e_lumo_ev=-4.347 energy_ev=-29811.695 e_above_lowest_kj_mol=156.73 total_charge=+1 homo_lumo_gap_ev=6.163
C 2.2794 -4.3831 -4.4047
N 2.3864 -3.1280 -3.6918
C 3.4814 -2.2731 -4.1006
C 1.6278 -2.8697 -2.5615
C 2.2350 -2.8109 -1.2845
C 1.4574 -2.5813 -0.1661
C 0.0759 -2.2942 -0.2691
C -0.6803 -1.9191 0.8806
C -0.1464 -1.1743 1.9309
C -0.8956 -0.7289 3.1013
C -2.2203 -0.8538 3.4957
C -2.6304 -0.2158 4.6850
C -1.7350 0.5603 5.4444
C -0.3925 0.7006 5.0480
C -0.0132 0.0249 3.8993
N 1.2197 0.0829 3.2489
C 2.3604 0.8475 3.7097
C 1.1592 -0.6223 2.0895
C -0.5256 -2.3547 -1.5573
C 0.2288 -2.6667 -2.6746
H 1.4726 -4.9871 -3.9692
H 2.0709 -4.1912 -5.4664
H 3.2281 -4.9428 -4.3385
H 3.4653 -1.3263 -3.5462
H 4.4534 -2.7674 -3.9439
H 3.3765 -2.0571 -5.1724
H 3.3069 -3.0079 -1.1950
H 1.9218 -2.6126 0.8203
H -1.7566 -2.0572 0.8625
H -2.9117 -1.4111 2.8690
H -3.6652 -0.3074 5.0083
H -2.0721 1.0555 6.3528
H 0.3315 1.2973 5.5986
H 2.1029 1.3136 4.6610
H 3.2300 0.1987 3.8616
H 2.6448 1.6224 2.9847
H 2.0184 -0.6748 1.4293
H -1.5916 -2.1376 -1.6460
H -0.2331 -2.7248 -3.6633
C -4.0865 -4.8602 2.8214
C -3.1264 -5.8925 2.2375
C -2.1136 -5.3164 1.2569
C -1.2778 -6.4052 0.5877
O -0.1785 -5.7449 -0.0175
N -1.2479 -4.3174 1.8145
H -4.8678 -5.3682 3.3904
H -3.5840 -4.1726 3.5061
H -4.5657 -4.2799 2.0227
H -2.5599 -6.3988 3.0328
H -3.7003 -6.6655 1.7080
H -2.6827 -4.8075 0.4559
H -0.9221 -7.1146 1.3573
H -1.9028 -6.9096 -0.1695
H 0.2820 -6.3816 -0.5838
H -1.5636 -3.8396 2.6491
H -0.2476 -4.4708 1.7465

(2)
59
Properties=species:S:1:pos:R:3 method="wB97M-V/def2-TZVPD" smiles="CCOc1ccc(CN2CCC(n3nccc3NC(=O)C3CC3)CC2)cc1CO" e_lumo_ev=0.641 energy_ev=-35384.699 e_above_lowest_kj_mol=2036.56 homo_lumo_gap_ev=8.681
C -0.4118 -3.5886 -2.0702
C -1.0255 -2.8647 -3.4107
O -0.7545 -1.4904 -3.5245
C -1.3757 -0.6126 -2.5101
C -2.5802 -0.7922 -1.7634
C -3.0672 -0.1029 -0.8504
C -2.5104 1.0764 -0.5217
C -3.0921 2.0011 0.4041
N -2.7236 2.0033 1.7986
C -2.9643 0.7914 2.5276
C -2.1449 -0.3985 2.0436
C -0.4557 -0.1965 2.4269
N 0.2306 -1.2974 1.9257
N -0.5042 -2.3043 1.9295
C 0.4545 -3.2433 1.3695
C 1.8296 -2.4524 1.1513
C 1.6022 -1.4636 1.8377
N 2.3620 -0.2860 1.9580
C 2.9184 0.4169 0.6868
O 2.5820 0.2090 -0.3447
C 3.7743 1.5190 1.0687
C 4.7517 2.0355 0.1513
C 3.6027 2.8531 0.3598
C -0.0738 0.9822 1.6698
C -1.1665 2.3470 1.9204
C -1.3955 1.6266 -1.5098
C -0.7343 0.7393 -2.3652
C 0.4098 1.1170 -3.0186
O 1.5015 1.7009 -2.3335
H -0.5046 -4.4872 -2.1355
H -0.8309 -3.1720 -1.1716
H 0.6981 -3.3366 -2.0347
H -2.0725 -3.1600 -3.4534
H -0.3128 -3.4425 -4.2313
H -3.0094 -2.0340 -1.8870
H -4.1451 -0.3841 -0.6180
H -3.0076 3.1383 -0.0940
H -4.2365 1.9295 0.3000
H -2.9045 1.1778 3.3583
H -3.8719 0.5349 2.2396
H -2.3207 -1.3105 2.8969
H -2.1821 -0.6555 1.1555
H -0.5984 0.1396 3.5571
H 0.3037 -4.2836 1.0333
H 2.7885 -3.0896 1.2488
H 2.5380 -0.0292 2.9387
H 4.2352 1.5615 2.1175
H 4.8197 1.1230 -0.7505
H 5.7928 2.2641 0.3562
H 2.8621 2.7043 -0.6147
H 3.7002 3.9072 0.7160
H -0.4152 0.9251 0.5145
H 0.6312 1.5383 1.9202
H -1.1379 2.7006 3.0272
H -0.8768 3.2453 1.1472
H -0.9894 2.6256 -1.3547
H 0.8409 0.4010 -3.4193
H 0.2104 1.7436 -3.8877
H 1.9005 1.2035 -1.6930

(3)
60
Properties=species:S:1:pos:R:3 method="wB97M-V/def2-TZVPD" smiles="CCCCCn1c(N)c(C(=O)NCCN2CCOCC2)c2nc3ccccc3nc21" e_lumo_ev=0.084 energy_ev=-36338.364 e_above_lowest_kj_mol=28.26 homo_lumo_gap_ev=7.860
C -0.3182 2.6195 -5.2077
C -0.4814 2.4216 -3.7049
C -0.1444 1.0038 -3.2431
C -1.1625 -0.0341 -3.7118
C -0.7705 -1.4529 -3.2851
N -0.6670 -1.5930 -1.8544
C -1.6947 -1.6798 -0.9508
N -2.9955 -1.7459 -1.2682
C -1.2030 -1.7488 0.3531
C -2.0477 -1.6932 1.5330
O -3.2714 -1.5515 1.4526
N -1.3800 -1.8074 2.7025
C -1.9399 -1.3136 3.9346
C -1.1489 -0.0768 4.4043
N -0.7177 0.6923 3.2562
C 0.4412 1.5300 3.4787
C 0.9257 2.0374 2.1196
O -0.0777 2.7692 1.4545
C -1.2341 1.9835 1.2848
C -1.7661 1.4659 2.6212
C 0.2086 -1.6673 0.2549
N 1.1541 -1.6384 1.1673
C 2.4147 -1.5110 0.6878
C 3.4846 -1.4519 1.6017
C 4.7707 -1.3247 1.1550
C 5.0461 -1.2514 -0.2188
C 4.0307 -1.3025 -1.1345
C 2.6972 -1.4296 -0.7093
N 1.7102 -1.4585 -1.6461
C 0.5120 -1.5675 -1.1544
H -1.0284 2.0150 -5.7666
H 0.6874 2.3460 -5.5192
H -0.4858 3.6615 -5.4697
H -1.5064 2.6636 -3.4140
H 0.1795 3.1177 -3.1849
H 0.8464 0.7267 -3.6079
H -0.1049 0.9955 -2.1513
H -1.2327 -0.0236 -4.8001
H -2.1456 0.2230 -3.3088
H -1.4969 -2.1806 -3.6627
H 0.2164 -1.6949 -3.6862
H -3.3325 -1.4772 -2.1750
H -3.5945 -1.6744 -0.4448
H -0.3686 -1.7831 2.6285
H -1.9045 -2.0877 4.7082
H -2.9869 -1.0717 3.7360
H -0.2487 -0.4133 4.9250
H -1.7563 0.5097 5.1142
H 1.2322 0.9370 3.9419
H 0.2113 2.3928 4.1306
H 1.7737 2.7147 2.2345
H 1.2265 1.1726 1.5094
H -1.9693 2.6230 0.7930
H -1.0068 1.1205 0.6396
H -2.6328 0.8311 2.4383
H -2.0759 2.3217 3.2492
H 3.2528 -1.5115 2.6542
H 5.5872 -1.2801 1.8610
H 6.0696 -1.1526 -0.5493
H 4.2196 -1.2452 -2.1956

(4)
62
Properties=species:S:1:pos:R:3 method="wB97M-V/def2-TZVPD" smiles="Cc1ccc(S(=O)(=O)Cn2nnnc2[C@@H](C(C)C)N2CCN(Cc3ccco3)CC2)cc1" e_lumo_ev=0.473 energy_ev=-49217.064 e_above_lowest_kj_mol=538.17 homo_lumo_gap_ev=9.105
C -7.4829 -2.1484 0.6073
C -6.0133 -1.9513 0.4052
C -5.5485 -1.3164 -0.7443
C -4.1960 -1.1148 -0.9434
C -3.3076 -1.5541 0.0182
S -1.5597 -1.2646 -0.1954
O -1.2805 -0.9348 -1.5646
O -0.8105 -2.3325 0.4129
C -1.2035 0.2494 0.8259
N -1.5862 1.3749 0.0651
N -2.8459 1.5250 -0.3670
N -2.8740 2.5412 -1.1202
N -1.6762 3.0941 -1.2290
C -0.8549 2.3750 -0.4981
C 0.5800 2.6851 -0.2391
C 0.6714 3.6825 0.9427
C 0.0359 3.1388 2.2205
C 0.0368 5.0170 0.5545
N 1.3053 1.4274 -0.0539
C 2.6407 1.5282 0.5124
C 3.1993 0.1233 0.7234
N 3.3080 -0.5639 -0.5454
C 3.9338 -1.8732 -0.4148
C 5.3613 -1.7589 0.0009
C 5.9705 -1.9356 1.2101
C 7.3478 -1.6780 1.0043
C 7.4707 -1.3625 -0.3124
O 6.2775 -1.4105 -0.9250
C 1.9900 -0.6621 -1.1434
C 1.4075 0.7312 -1.3336
C -3.7386 -2.1905 1.1650
C -5.0950 -2.3895 1.3538
H -7.9250 -2.6305 -0.2625
H -7.9734 -1.1842 0.7354
H -7.6812 -2.7571 1.4852
H -6.2554 -0.9766 -1.4861
H -3.8179 -0.6275 -1.8265
H -1.7885 0.1588 1.7402
H -0.1272 0.2818 1.0049
H 0.9511 3.2227 -1.1320
H 1.7327 3.8697 1.1280
H 0.4389 2.1620 2.4754
H -1.0432 3.0555 2.1103
H 0.2344 3.8181 3.0466
H -1.0115 4.8952 0.2958
H 0.5448 5.4475 -0.3046
H 0.1108 5.7153 1.3848
H 2.5983 2.0239 1.4825
H 3.3204 2.0887 -0.1495
H 4.1929 0.1962 1.1712
H 2.5393 -0.4265 1.4216
H 3.8911 -2.3502 -1.3974
H 3.3981 -2.5098 0.3108
H 5.4993 -2.2201 2.1290
H 8.1292 -1.7239 1.7348
H 8.3206 -1.0993 -0.9103
H 2.0771 -1.1395 -2.1211
H 1.3047 -1.2677 -0.5264
H 0.4163 0.6333 -1.7791
H 2.0504 1.2988 -2.0268
H -3.0100 -2.5376 1.8812
H -5.4435 -2.8899 2.2453